(1)
C22H25NO5 in the gas phase, computed with the ωB97M-V functional and the def2-TZVPD basis.

Structure (XYZ):
```
53
Properties=species:S:1:pos:R:3:forces:R:3:lowdin_charge:R:1
C -4.571512 1.264516 -0.170916 -0.3 -0.1 0.2 -0.076
C -3.273832 2.017820 0.064168 -0.2 -0.4 -0.1 -0.192
O -2.284539 0.989330 0.449124 -0.4 1.2 -0.8 -0.011
C -1.035449 1.461753 0.391137 -0.7 1.9 1.6 -0.414
O -0.846993 2.689614 0.323342 0.6 -3.0 -0.6 0.073
C -0.006929 0.309568 0.545931 -2.8 2.4 0.6 -0.088
C 0.862278 0.467467 -0.956703 2.6 -4.0 5.1 -0.058
N 0.784728 0.766296 -2.285436 -0.8 -0.3 -0.2 -0.120
C 1.476406 2.014070 -2.635064 -1.1 -0.8 0.0 -0.017
C 0.582901 -0.255480 -3.255995 0.4 0.2 -0.8 -0.181
C 0.627316 0.117756 -4.613927 -0.4 -0.5 -1.2 -0.039
C 0.381787 -0.820145 -5.645367 -0.1 -0.7 0.7 -0.083
C 0.097121 -2.166739 -5.316280 0.0 0.4 -0.4 -0.102
C 0.111530 -2.547988 -3.965959 0.2 0.8 -0.9 -0.087
C 0.399834 -1.625847 -2.968684 -0.2 0.5 0.0 -0.023
C 0.997685 0.659931 1.681224 2.0 -1.6 1.2 -0.413
O 1.875623 -0.114387 2.141523 -2.5 2.1 -2.1 0.079
O 0.827308 1.891272 2.186264 1.4 -0.6 0.4 -0.003
C 1.918815 2.289460 3.116175 -0.1 0.2 -0.1 -0.182
C 1.646411 3.724765 3.503126 -0.2 0.4 0.2 -0.078
C -0.695602 -1.086984 0.821450 -1.3 -0.6 -1.5 -0.248
O -1.597446 -1.534616 0.097710 2.1 1.3 1.0 0.102
C -0.169992 -2.007374 1.884670 0.1 -1.1 0.6 -0.155
C -0.083370 -1.738771 3.256928 0.0 0.0 0.1 -0.040
C 0.410034 -2.692668 4.157165 0.1 -0.2 -0.2 -0.070
C 0.845323 -3.951940 3.696316 -0.3 0.4 -0.2 -0.081
C 0.708917 -4.258914 2.334131 0.0 0.1 0.3 -0.074
C 0.166930 -3.308275 1.460030 0.4 0.1 0.0 -0.021
H -5.317081 1.926331 -0.650396 0.3 -0.3 0.3 0.080
H -4.397057 0.398727 -0.835672 -0.1 0.4 0.4 0.087
H -4.979775 0.915031 0.798613 0.1 0.0 -0.6 0.083
H -2.935327 2.508638 -0.869949 0.0 -0.2 0.7 0.129
H -3.366302 2.765527 0.877741 0.2 -0.4 -0.5 0.131
H 0.936016 -0.703668 -0.693565 1.9 2.4 -2.0 0.148
H 1.580562 1.166449 -0.406197 -0.2 -1.4 -1.5 0.136
H 2.013081 1.847780 -3.541364 0.4 0.2 -0.6 0.069
H 0.702900 2.747359 -2.753941 0.1 0.9 -0.2 0.093
H 2.176015 2.277371 -1.852875 0.0 0.1 0.2 0.088
H 0.817307 1.140728 -4.956903 -0.2 -0.4 0.5 0.100
H 0.381197 -0.524977 -6.713373 0.1 0.0 0.9 0.106
H -0.134689 -2.902307 -6.124526 0.2 0.7 0.9 0.108
H -0.114806 -3.564234 -3.705548 0.1 -0.3 0.2 0.098
H 0.466876 -1.995437 -1.961034 -0.3 0.0 0.2 0.081
H 1.922647 1.643605 4.012025 -0.1 0.1 -0.6 0.128
H 2.905760 2.214514 2.615845 -0.7 -0.3 0.1 0.133
H 2.485561 4.139279 4.082916 -0.2 -0.3 -0.2 0.082
H 1.511161 4.368583 2.622489 0.0 -0.3 0.2 0.085
H 0.751300 3.780445 4.139435 0.2 0.1 -0.3 0.082
H -0.413373 -0.764887 3.624297 0.2 -0.3 0.0 0.122
H 0.490555 -2.446306 5.228659 -0.1 -0.1 -0.7 0.108
H 1.264410 -4.687888 4.399176 -0.2 0.4 -0.4 0.105
H 1.039956 -5.243016 1.961884 -0.3 0.6 0.2 0.109
H 0.057824 -3.561139 0.406182 0.0 0.1 0.2 0.111
```
Forces are in eV/Å.

Summary:
Kohn-Sham gap = 8.06 eV
ΔE to the lowest compared entry with this formula, charge and spin = 136.5 kcal per mole
SMILES = CCOC(=O)C(CN(C)c1ccccc1)(C(=O)OCC)C(=O)c1ccccc1
Charge = 0
HOMO = -7.89 eV



(2)
A molecular structure, C6H5NO2, computed with the ωB97M-V functional and the def2-TZVPD basis.

Structure (XYZ):
```
14
Properties=species:S:1:pos:R:3:forces:R:3:lowdin_charge:R:1
C -0.450745 1.088629 1.840461 -0.4 0.4 0.0 -0.130
C -1.130318 0.320854 0.707307 -0.7 0.0 -0.2 -0.063
C 0.541381 -1.986778 0.345269 -0.2 -0.6 2.0 0.062
C 0.187666 -0.558908 0.635437 0.1 0.5 -1.1 -0.351
C 0.681458 -0.887110 -1.728068 -0.2 0.4 -0.4 -0.058
C 0.285876 0.091535 -0.695392 0.3 0.6 -0.3 -0.159
N -0.817114 0.849829 -0.548831 0.1 -0.3 -0.1 0.112
O 0.632839 0.155793 1.780739 0.7 -0.2 0.4 -0.027
O 0.795210 -2.105897 -0.899506 0.2 -0.2 -1.0 -0.046
H -0.920163 1.058948 2.823691 0.0 0.1 0.0 0.111
H -0.067882 -1.056071 -2.503496 0.1 -0.1 0.1 0.133
H 1.655384 -0.693300 -2.186681 -0.1 -0.2 0.1 0.129
H -0.177952 2.123770 1.522585 0.0 -0.6 0.5 0.127
H -1.215640 1.598706 -1.093515 0.0 0.0 0.1 0.161
```
Forces are in eV/Å.

Summary:
Kohn-Sham gap (alpha / beta) = 7.74 / 7.75 eV
ΔE to the lowest compared entry with this formula, charge and spin = 202.5 kcal per mole
Charge = 0
HOMO (alpha / beta) = -8.09 / -8.09 eV



(3)
9 unconnected molecules or ions with the total composition C12H42N2O9, computed with the ωB97M-V functional and the def2-TZVPD basis.

Structure (XYZ):
```
65
Properties=species:S:1:pos:R:3:forces:R:3:lowdin_charge:R:1
N -2.362738 1.386415 -0.181323 -0.3 -3.6 0.2 0.183
C -1.773738 2.393415 -0.704323 6.7 -2.2 -5.6 -0.577
N -2.172738 3.517415 -0.262323 -0.7 5.3 1.1 0.175
O -0.701738 2.258415 -1.666323 -5.1 0.8 4.4 -0.166
H -1.894738 0.471415 -0.227323 -0.6 0.3 0.2 0.083
H -3.142738 1.561415 0.418677 -0.1 -0.3 0.2 0.108
H -1.702738 4.304415 -0.721323 -0.6 -0.2 0.8 0.136
H -2.630738 3.608415 0.676677 0.9 0.0 -1.6 0.152
C 2.459262 -0.031585 -3.664323 1.5 -1.0 -1.0 -0.104
C 2.012262 1.330415 -4.057323 0.4 -0.7 -0.1 -0.342
O 0.630262 1.307415 -4.096323 -1.9 1.1 0.5 -0.084
H 2.082262 -0.509585 -2.802323 -1.4 0.3 1.2 0.026
H 3.517262 -0.079585 -3.427323 0.6 0.1 -0.7 0.073
H 2.203262 -0.701585 -4.458323 0.2 -0.7 -0.6 0.077
H 2.410262 1.632415 -5.063323 -0.2 -0.2 1.0 0.133
H 2.415262 1.916415 -3.275323 0.2 1.7 0.5 0.081
H 0.235262 1.693415 -3.271323 0.3 -0.5 -0.8 0.051
C -2.779738 -2.058585 2.172677 1.5 -1.4 -2.3 -0.071
C -3.437738 -0.763585 2.317677 -0.5 1.1 -0.8 -0.361
O -4.832738 -0.875585 2.378677 -2.0 1.1 1.5 -0.069
H -1.636738 -1.955585 2.197677 -1.8 -0.2 0.1 0.081
H -3.074738 -2.569585 1.237677 0.3 0.2 0.1 0.084
H -3.156738 -2.705585 2.926677 0.1 -0.6 1.0 0.075
H -3.230738 -0.003585 1.580677 0.7 -0.2 -0.4 0.084
H -3.004738 -0.460585 3.205677 0.3 1.5 2.2 0.073
H -5.238738 -0.109585 2.911677 1.2 -1.8 -1.3 0.134
C 3.691262 -2.459585 -1.413323 -0.9 -1.4 0.5 -0.066
C 2.503262 -3.118585 -0.627323 0.2 1.4 1.2 -0.273
O 1.242262 -2.987585 -1.305323 1.9 1.2 -1.6 -0.076
H 3.824262 -2.910585 -2.372323 0.3 -0.8 -0.6 0.065
H 4.615262 -2.512585 -0.824323 -0.3 -0.2 -0.1 0.083
H 3.527262 -1.453585 -1.695323 -0.5 1.2 0.4 0.019
H 2.487262 -2.506585 0.333677 -0.3 -1.1 -0.8 0.087
H 2.676262 -4.180585 -0.394323 0.2 0.4 -0.1 0.109
H 0.477262 -3.337585 -0.899323 -0.5 -0.8 1.3 0.042
C -1.563738 -0.959585 -2.273323 -0.6 -1.2 -2.4 -0.152
O -1.688738 -1.299585 -0.938323 0.2 -0.7 1.9 -0.150
H -0.579738 -1.008585 -2.752323 0.3 0.1 0.7 0.076
H -1.930738 0.055415 -2.353323 -0.1 0.1 -0.3 0.066
H -2.169738 -1.681585 -2.887323 0.1 0.9 0.3 0.099
H -1.512738 -2.226585 -0.701323 -0.1 0.7 -0.7 0.089
C -1.079738 1.424415 3.878677 3.4 -2.1 -1.2 -0.154
O -1.275738 1.754415 2.537677 -2.3 2.8 1.0 -0.118
H -0.039738 1.748415 4.168677 -1.0 -0.1 0.3 0.103
H -1.065738 0.327415 3.891677 0.2 -0.1 0.6 0.052
H -1.796738 1.682415 4.586677 -1.5 1.3 0.7 0.059
H -0.803738 1.175415 1.986677 1.2 -1.7 -1.2 -0.005
C 1.178262 0.231415 0.375677 -0.4 -1.1 -2.7 -0.118
O -0.021738 -0.128585 0.939677 -1.8 -1.1 2.0 -0.160
H 0.927262 0.307415 -0.709323 1.1 0.3 0.5 0.098
H 1.963262 -0.483585 0.556677 0.4 -0.3 0.1 0.075
H 1.398262 1.140415 0.805677 1.0 2.3 0.5 0.061
H -0.059738 -1.084585 1.073677 0.0 0.1 -0.1 0.050
C 0.711262 -1.889585 3.563677 1.1 0.0 -2.5 -0.079
O 0.761262 -2.689585 2.304677 0.3 1.5 1.4 -0.133
H 0.952262 -0.846585 3.308677 0.0 -0.6 0.1 0.087
H 1.297262 -2.253585 4.359677 1.7 -0.6 0.4 0.068
H -0.220738 -1.962585 3.983677 -2.8 0.2 0.6 0.034
H 0.541262 -3.587585 2.534677 -0.1 -0.5 0.1 0.075
C 1.764262 3.817415 -0.879323 1.1 -2.5 -1.5 -0.196
O 1.693262 4.563415 -2.078323 -1.6 -0.6 -0.6 -0.122
H 0.913262 3.633415 -0.313323 -2.3 0.4 0.6 0.023
H 2.456262 4.225415 -0.206323 1.3 1.0 0.5 0.060
H 2.062262 2.731415 -1.054323 0.2 1.1 -0.2 0.080
H 0.954262 4.194415 -2.657323 1.4 0.5 1.4 0.104
```
Forces are in eV/Å.

Summary:
Kohn-Sham gap = 9.23 eV
ΔE to the lowest compared entry with this formula, charge and spin = 35.0 kcal per mole
SMILES = NC(N)=O.CCO.CCO.CCO.CO.CO.CO.CO.CO
Charge = 0
HOMO = -9.12 eV



(4)
A molecular structure, C32H41NO2P2Y, computed with the ωB97M-V functional and the def2-TZVPD basis.

Structure (XYZ):
```
79
Properties=species:S:1:pos:R:3:forces:R:3:lowdin_charge:R:1
C 4.103298 2.529945 -1.982904 -0.7 -0.1 0.9 -0.021
C 3.106603 2.412175 -1.017857 0.4 -0.6 -0.3 -0.223
C 1.784804 2.849498 -1.332922 -1.3 0.0 -0.1 -0.182
C 1.546070 3.516172 -2.582477 0.0 -0.1 0.3 -0.138
C 2.581767 3.562154 -3.550468 0.8 -0.1 0.0 -0.004
C 3.837838 3.066376 -3.253290 -0.7 0.5 -0.7 -0.049
C 0.292128 4.098772 -2.791463 0.1 0.1 0.2 0.092
C -0.648335 4.171239 -1.758915 0.1 -0.2 0.3 -0.139
C -0.345777 3.507116 -0.525597 0.7 -0.8 -0.8 -0.184
C -1.180105 3.727316 0.612664 -0.7 -0.3 0.2 -0.221
C -2.363568 4.441367 0.452364 0.9 -0.6 0.3 -0.020
C -2.730939 4.975644 -0.793206 0.2 0.2 -1.1 -0.050
C -1.880127 4.863081 -1.877108 -0.5 0.4 0.4 -0.004
H 5.115892 2.200408 -1.744321 -0.3 0.1 0.0 0.126
H 2.361492 4.024494 -4.514065 0.2 -0.1 0.2 0.125
H 4.634970 3.112643 -3.993349 -0.2 0.0 0.2 0.116
H 0.079737 4.606293 -3.730371 0.0 -0.2 0.0 0.140
H -3.010713 4.593172 1.317885 0.2 0.0 -0.2 0.125
H -3.679659 5.503199 -0.890327 0.3 -0.1 0.0 0.117
H -2.107225 5.329953 -2.835904 -0.1 -0.1 0.3 0.125
N 0.728366 2.642507 -0.470631 0.9 1.7 1.0 0.015
Y -0.008513 0.252235 -0.190005 0.1 -1.1 -0.6 0.918
C 3.408532 1.790307 0.328344 -0.2 0.0 -0.2 -0.302
H 2.947571 2.372649 1.139352 0.2 -0.1 -0.2 0.088
H 4.493176 1.736022 0.489605 -0.2 0.1 0.0 0.097
C -0.794574 3.166885 1.965775 0.1 -0.1 -0.2 -0.297
H 0.282099 3.291655 2.151804 -0.3 0.1 -0.1 0.089
H -1.363993 3.668097 2.760068 0.2 0.0 -0.2 0.098
P 2.732442 0.066512 0.468511 1.2 0.6 -0.1 0.827
P -1.138256 1.348915 2.103338 -0.6 1.1 0.8 0.825
C -2.950621 1.402380 2.313774 -0.2 -0.2 0.0 -0.245
H -3.321018 0.390853 2.531539 0.0 0.3 -0.1 0.024
H -3.211743 2.076431 3.144037 0.1 -0.2 -0.2 0.062
H -3.424690 1.766072 1.393280 0.1 -0.1 0.2 0.042
C -0.554431 1.029726 3.801204 0.2 -0.3 0.1 -0.246
H -1.118789 1.631732 4.527502 0.2 -0.1 -0.2 0.062
H -0.682614 -0.036616 4.033677 0.0 0.3 0.0 0.036
H 0.513411 1.277646 3.879607 -0.3 -0.1 0.0 0.044
C 3.810768 -0.800500 -0.732212 0.0 -0.3 0.0 -0.246
H 4.862731 -0.753760 -0.411529 -0.3 0.0 -0.1 0.060
H 3.494178 -1.852273 -0.801191 0.2 0.3 0.0 0.036
H 3.716605 -0.342752 -1.728238 0.0 -0.1 0.3 0.049
C 3.405530 -0.393204 2.099880 -0.1 -0.4 0.1 -0.258
H 3.037892 -1.400427 2.339292 0.2 0.2 0.1 0.050
H 4.505576 -0.398362 2.089610 -0.3 0.0 0.0 0.059
H 3.047786 0.304827 2.872158 0.1 -0.2 -0.3 0.043
C -2.394171 0.138308 -1.000034 -3.5 -0.5 -1.6 -0.071
O -3.401740 -0.053666 -1.526721 3.1 0.6 1.6 0.110
H -0.314506 0.688529 -2.097447 -0.3 0.0 -0.2 -0.059
C 1.226315 -4.661014 -2.607635 0.1 0.0 0.1 -0.088
C 0.793460 -3.497976 -1.712954 0.1 -0.1 -0.1 -0.362
C 0.462831 -2.260228 -2.568542 -0.1 0.1 -0.2 -0.081
C -0.307162 -3.916040 -0.749982 -0.3 0.4 0.3 -0.128
C -0.961579 -5.139753 -0.850851 0.3 -0.1 0.2 -0.044
C -1.823557 -5.576537 0.151258 -0.2 0.0 0.1 -0.075
C -2.010057 -4.794454 1.288300 0.2 -0.4 -0.1 -0.049
C -1.397332 -3.553032 1.418070 0.0 0.5 -0.3 -0.139
C -1.577288 -2.770927 2.720880 -0.1 -0.2 -0.3 -0.384
C -3.033848 -2.337806 2.901710 -0.1 0.1 0.1 -0.071
C -1.127037 -3.646551 3.896889 0.1 0.0 0.0 -0.065
C -0.656036 -3.044762 0.321342 -0.8 -1.6 0.1 -0.284
O -0.336703 -1.767403 0.269483 0.9 1.5 0.1 -0.315
H 0.428406 -4.914506 -3.317056 0.2 0.0 0.1 0.088
H 1.462438 -5.542711 -2.004510 0.0 0.1 -0.2 0.085
H 2.119453 -4.393025 -3.181500 -0.1 0.0 0.0 0.082
H 1.664210 -3.219211 -1.091635 -0.3 -0.2 0.0 0.118
H -0.578104 -1.929256 -2.443739 0.4 0.0 0.0 0.062
H 1.148673 -1.426918 -2.329975 -0.3 -0.1 -0.1 0.032
H 0.607040 -2.468368 -3.638657 0.0 0.1 0.3 0.085
H -0.758576 -5.782698 -1.708215 -0.1 0.1 0.3 0.104
H -2.314242 -6.544692 0.063829 0.1 0.2 0.0 0.104
H -2.625862 -5.166199 2.110192 0.1 0.0 -0.3 0.111
H -0.945375 -1.874072 2.698293 0.0 -0.1 -0.2 0.094
H -3.669439 -3.225289 3.028137 0.1 0.3 -0.1 0.086
H -3.152212 -1.705716 3.792533 0.0 -0.1 -0.1 0.076
H -3.396280 -1.775432 2.031441 0.0 -0.2 0.1 0.071
H -0.086489 -3.965384 3.755741 -0.2 0.0 0.1 0.088
H -1.195516 -3.104109 4.846071 0.0 -0.1 -0.1 0.077
H -1.752965 -4.546233 3.963796 0.2 0.2 0.1 0.077
```
Forces are in eV/Å.

Summary:
Kohn-Sham gap (alpha / beta) = 5.54 / 5.54 eV
Charge = +1
HOMO (alpha / beta) = -9.65 / -9.65 eV



(5)
4 unconnected molecules or ions with the total composition CH9O3S, computed with the ωB97M-V functional and the def2-TZVPD basis.

Structure (XYZ):
```
14
Properties=species:S:1:pos:R:3:forces:R:3:lowdin_charge:R:1
C -1.910746 -1.284198 -0.679633 1.2 0.0 0.1 -0.621
S -1.975634 -0.353565 0.917196 -1.0 -0.4 -0.2 0.253
H -0.833001 -1.243289 -0.879609 -0.2 -0.4 -0.5 -0.015
H -2.195900 -2.345354 -0.677144 -0.1 0.2 0.5 -0.008
H -2.406258 -0.860520 -1.553805 -0.3 0.4 0.2 -0.009
H 0.185373 -0.062864 1.474874 0.0 -0.4 0.0 -0.098
H 0.788170 1.185054 1.038870 0.3 -0.1 0.0 -0.005
O 1.077710 0.353057 1.456547 -0.2 0.6 -0.1 -0.155
H -0.695991 1.927903 -1.220271 0.1 0.0 -0.1 0.007
H -1.248158 1.399812 0.117209 0.6 0.4 -0.1 -0.108
O -0.634385 2.116766 -0.281478 -0.5 -0.3 0.2 -0.185
H 2.852524 0.288117 -0.208549 -0.3 -0.1 0.1 0.010
H 3.472126 -0.718771 0.701724 -0.2 0.0 0.0 0.020
O 3.524174 -0.402147 -0.205931 0.3 0.1 0.0 -0.087
```
Forces are in eV/Å.

Summary:
Kohn-Sham gap = 7.32 eV
ΔE to the lowest compared entry with this formula, charge and spin = 9.9 kcal per mole
Charge = -1
HOMO = -3.34 eV